{"formula": "C25H28CrN4O10P2S", "method": "the ωB97M-V functional and the def2-TZVPD basis", "symbols": ["Cr", "C", "C", "C", "C", "C", "C", "N", "C", "C", "C", "C", "C", "N", "C", "C", "C", "C", "C", "C", "N", "H", "H", "H", "H", "H", "H", "H", "H", "H", "H", "H", "H", "H", "H", "H", "C", "C", "O", "P", "O", "O", "O", "P", "O", "O", "O", "H", "H", "H", "H", "H", "H", "H", "N", "C", "C", "C", "C", "C", "C", "S", "O", "O", "O", "H", "H", "H", "H", "H", "H"], "coordinates": [[-0.3315, 0.4176, -0.1315], [0.1640, 3.9259, 0.5168], [-0.1272, 3.0694, 1.7136], [-0.2638, 3.6905, 2.9518], [-0.4463, 2.9408, 4.0910], [-0.4242, 1.5583, 3.9902], [-0.2757, 0.9927, 2.7497], [-0.1892, 1.7273, 1.6066], [-0.1278, -0.4743, 2.5739], [-0.0781, -1.4022, 3.5936], [0.1067, -2.7373, 3.2663], [0.2385, -3.1240, 1.9418], [0.1858, -2.1507, 0.9637], [0.0162, -0.8666, 1.3041], [0.3295, -2.3813, -0.4938], [0.6631, -3.6063, -1.0047], [0.8068, -3.7390, -2.3819], [0.6017, -2.6385, -3.1742], [0.2885, -1.4026, -2.6054], [0.1998, -0.2066, -3.5010], [0.1500, -1.2791, -1.2768], [-0.3155, 4.8969, 0.6300], [-0.1616, 3.4839, -0.4171], [1.2408, 4.1148, 0.4656], [-0.2210, 4.7702, 2.9989], [-0.5772, 3.4202, 5.0523], [-0.5286, 0.9407, 4.8687], [-0.1728, -1.0994, 4.6249], [0.1531, -3.4820, 4.0498], [0.3865, -4.1613, 1.6830], [0.8419, -4.4475, -0.3523], [1.0957, -4.6875, -2.8138], [0.7154, -2.6989, -4.2482], [1.2099, 0.0737, -3.8043], [-0.2749, 0.6484, -3.0320], [-0.3502, -0.4548, -4.4077], [-3.4961, 3.1231, 0.7528], [-3.6884, 1.9310, -0.1743], [-4.9646, 2.0104, -0.8021], [-2.5761, 1.9481, -1.6426], [-2.8401, 3.3042, -2.3900], [-3.0880, 0.8575, -2.6544], [-1.0799, 1.8526, -1.3799], [-3.3214, 0.3215, 0.6829], [-4.6855, -0.4650, 0.4222], [-2.9554, 0.4269, 2.1051], [-2.2395, -0.2657, -0.2672], [-3.4806, 4.0575, 0.1910], [-2.5859, 3.0343, 1.3414], [-4.3372, 3.1472, 1.4449], [-5.5038, 1.2484, -0.5504], [-3.7775, 3.4959, -2.5488], [-3.0459, -0.0377, -2.2790], [-4.9649, -1.0025, 1.1760], [1.5796, 1.1140, -0.5892], [2.5546, 0.0246, -0.7061], [2.8017, -0.7724, 0.3990], [3.5627, -1.9151, 0.2475], [4.0713, -2.2535, -1.0015], [3.8948, -1.3917, -2.0772], [3.1380, -0.2374, -1.9296], [4.8433, -3.8456, -1.2226], [5.4420, -4.1127, 0.0716], [3.6841, -4.6751, -1.5355], [5.7604, -3.6368, -2.3236], [1.4807, 1.6110, -1.4732], [1.8657, 1.8172, 0.0874], [2.3797, -0.5191, 1.3610], [3.7487, -2.5873, 1.0773], [4.3389, -1.6566, -3.0287], [2.9562, 0.4176, -2.7756]], "forces_ev_per_a": [[-0.2, 0.4, -0.9], [0.0, 0.0, 0.0], [0.0, -0.1, 0.0], [0.0, 0.1, 0.0], [0.0, 0.0, 0.1], [0.0, 0.1, 0.2], [0.1, -0.3, -0.3], [-0.1, -0.2, 0.2], [-0.1, 0.2, -0.1], [0.0, 0.0, 0.1], [0.0, 0.0, 0.0], [0.0, -0.1, 0.1], [0.0, 0.1, -0.4], [-0.2, -0.3, 0.2], [-0.2, 0.1, 0.2], [0.0, -0.1, 0.0], [0.1, -0.2, 0.0], [0.0, 0.1, 0.0], [0.0, -0.1, 0.1], [-0.1, 0.0, 0.0], [-0.3, 0.0, -0.1], [0.0, 0.0, 0.0], [0.0, 0.0, 0.0], [0.0, 0.0, 0.0], [0.0, 0.0, 0.0], [0.0, 0.0, 0.0], [0.0, 0.0, 0.0], [0.0, 0.0, 0.0], [0.0, 0.0, 0.0], [0.0, 0.0, 0.0], [0.1, 0.0, -0.1], [0.1, 0.0, 0.1], [0.0, 0.0, 0.0], [-0.1, 0.0, -0.1], [0.0, 0.0, 0.0], [0.0, 0.0, 0.0], [0.0, 0.0, 0.0], [0.1, -0.1, -0.2], [-0.1, 0.1, 0.2], [0.1, 0.0, -0.1], [0.1, 0.0, 0.1], [0.0, -0.1, 0.0], [-0.3, 0.0, 0.3], [0.2, 0.0, 0.0], [0.0, -0.1, -0.1], [-0.1, 0.1, -0.1], [0.0, 0.1, 0.6], [0.0, 0.0, 0.0], [0.0, 0.0, 0.0], [0.0, 0.0, 0.0], [0.0, 0.0, -0.1], [0.0, 0.0, 0.0], [0.0, 0.0, 0.0], [0.0, 0.0, 0.0], [0.0, -0.1, 0.1], [0.1, 0.5, 0.1], [0.2, 0.2, 0.0], [0.1, -0.1, 0.0], [-0.2, 0.4, 0.0], [0.0, -0.1, 0.0], [0.0, -0.1, 0.0], [0.6, -0.1, 0.1], [-0.2, 0.0, -0.2], [-0.4, -0.1, 0.0], [-0.2, -0.1, 0.1], [0.1, -0.1, -0.1], [0.1, -0.1, 0.1], [0.1, 0.1, 0.1], [0.1, 0.1, 0.0], [0.0, 0.0, 0.0], [0.1, 0.0, 0.1]], "homo_lumo_gap_ev": [5.7, 5.4], "multiplicity": 4, "total_charge": 1, "e_tot_ha": -4066.4131, "e_above_lowest_kj_mol": 0.0}

{"formula": "C3H8NS", "method": "the ωB97M-V functional and the def2-TZVPD basis", "symbols": ["C", "C", "C", "N", "S", "H", "H", "H", "H", "H", "H", "H", "H"], "coordinates": [[-1.7131, 0.6370, 1.1067], [-0.7258, 0.5638, 0.2364], [0.5167, -0.1747, 0.1839], [0.4977, -1.0941, -1.0124], [2.0511, 0.8142, 0.3403], [-2.5225, 1.3161, 0.9948], [-1.6034, 0.2314, 2.1523], [-0.7860, 1.0435, -0.7439], [0.7802, -1.2350, 1.3224], [1.4289, -1.0265, -1.4571], [-0.2181, -0.7300, -1.7115], [0.4771, -2.0012, -0.7491], [1.8172, 1.6556, -0.6630]], "forces_ev_per_a": [[1.2, -0.2, 2.3], [-0.8, 0.1, -1.1], [2.3, -3.4, 4.6], [1.1, 4.7, -2.5], [-0.4, -0.9, 0.0], [-0.7, 0.2, -0.5], [-0.2, 0.0, -1.4], [-0.6, 0.6, 0.1], [-1.0, 3.3, -3.1], [-0.3, 0.3, -0.1], [0.8, -1.2, 0.9], [-1.2, -3.9, 0.9], [-0.2, 0.3, -0.3]], "homo_lumo_gap_ev": 10.2, "multiplicity": 1, "total_charge": 1, "e_tot_ha": -571.6742, "e_above_lowest_kj_mol": 252.1}

{"formula": "C21H28N4O4S", "method": "the ωB97M-V functional and the def2-TZVPD basis", "symbols": ["C", "C", "C", "C", "C", "N", "C", "S", "N", "C", "C", "C", "C", "C", "C", "C", "O", "H", "H", "C", "O", "N", "C", "H", "C", "N", "C", "O", "O", "C", "C", "H", "H", "H", "H", "H", "C", "H", "C", "H", "H", "H", "H", "H", "H", "H", "H", "H", "H", "H", "H", "H", "H", "H", "H", "H", "H", "H"], "coordinates": [[4.4794, 3.7305, -0.8638], [3.1654, 3.7701, -1.6341], [2.5040, 5.1443, -1.5321], [1.1838, 5.2537, -2.3012], [-0.0482, 4.8336, -1.4974], [-0.0143, 3.4341, -1.0967], [0.2541, 3.1069, 0.2030], [0.5135, 4.1985, 1.4097], [0.3048, 1.7831, 0.5185], [0.1109, 0.7648, -0.3759], [0.2042, -0.5723, 0.0033], [-0.0226, -1.5666, -0.9306], [-0.3047, -1.2386, -2.2602], [-0.3801, 0.0830, -2.6401], [-0.1849, 1.0961, -1.7026], [-0.2773, 2.5045, -2.1016], [-0.5604, 2.8704, -3.2214], [-0.5939, 0.3674, -3.6589], [-0.4511, -2.0255, -2.9841], [0.1246, -2.9898, -0.4907], [1.1578, -3.3912, 0.0080], [-0.9349, -3.8098, -0.7311], [-2.2876, -3.3418, -0.9416], [-2.2788, -2.2625, -1.0863], [-3.1368, -3.7013, 0.3038], [-2.2594, -3.9274, 1.4311], [-1.8477, -2.8308, 2.1293], [-2.3231, -1.7284, 1.9807], [-0.8937, -3.1315, 3.0286], [-0.4946, -2.0779, 3.9030], [-1.3669, -2.0335, 5.1488], [-1.0032, -1.2620, 5.8213], [-1.3423, -2.9928, 5.6597], [-2.3937, -1.8059, 4.8725], [0.5457, -2.2956, 4.1544], [-0.5611, -1.1256, 3.3666], [-1.4299, -5.1056, 1.2781], [-2.0290, -5.9967, 1.4901], [-0.8861, -5.1456, -0.1715], [0.1501, -5.4834, -0.1829], [-1.4911, -5.7989, -0.8043], [-0.6127, -5.0453, 1.9940], [-3.7115, -4.6157, 0.1421], [-3.8151, -2.8854, 0.5518], [-2.7012, -3.8179, -1.8372], [0.4465, -0.8334, 1.0218], [0.4968, 1.5693, 1.4888], [-0.9390, 4.9694, -2.1165], [-0.1345, 5.4357, -0.5922], [1.2348, 4.6589, -3.2147], [1.0199, 6.2931, -2.5909], [2.3358, 5.3896, -0.4819], [3.2033, 5.8826, -1.9310], [2.5047, 2.9960, -1.2400], [3.3500, 3.5372, -2.6859], [4.3057, 3.9420, 0.1891], [5.1723, 4.4736, -1.2521], [4.9436, 2.7503, -0.9465]], "forces_ev_per_a": [[-0.2, -0.1, -0.1], [0.1, 0.2, 0.2], [-0.1, -0.2, -0.2], [0.0, 0.0, 0.2], [-0.1, 0.7, -0.4], [0.0, -0.2, 0.2], [0.1, -0.2, 0.5], [0.1, 0.3, 0.5], [0.0, 0.1, 0.0], [-0.2, -0.2, -0.8], [0.0, -0.1, -0.1], [0.2, 0.4, 0.0], [0.0, 0.0, 0.0], [0.0, 0.1, 0.1], [0.1, -0.3, 0.2], [-0.1, -0.2, -0.1], [0.0, -0.1, 0.0], [0.0, 0.0, -0.1], [0.0, -0.1, -0.1], [-0.1, 0.0, -0.2], [0.2, 0.1, 0.2], [0.0, -0.2, -0.1], [-0.3, 0.1, 0.0], [-0.1, -0.2, 0.0], [-0.1, 0.2, 0.0], [-0.1, -0.1, 0.1], [-0.1, -0.2, 0.1], [-0.1, 0.4, 0.0], [-0.1, -0.2, -0.1], [0.1, 0.5, 0.3], [0.1, -0.1, -0.4], [0.0, 0.1, 0.1], [0.0, -0.1, 0.1], [-0.1, 0.0, 0.0], [-0.1, 0.0, -0.1], [0.1, -0.2, 0.1], [0.2, -0.2, 0.1], [0.1, 0.0, 0.0], [0.2, -0.1, 0.0], [-0.2, -0.1, 0.0], [0.0, 0.0, 0.0], [-0.1, -0.1, -0.1], [0.0, 0.0, 0.0], [0.0, -0.1, -0.1], [0.0, 0.1, 0.0], [0.0, -0.1, 0.1], [0.0, 0.2, -0.2], [0.1, 0.0, 0.1], [0.0, -0.2, -0.2], [0.0, 0.1, -0.1], [-0.1, 0.0, -0.1], [0.1, 0.1, 0.0], [0.1, 0.0, 0.0], [0.0, -0.1, -0.1], [-0.1, -0.1, 0.0], [0.0, 0.0, 0.1], [0.1, 0.1, 0.0], [0.1, -0.1, 0.0]], "homo_lumo_gap_ev": 8.4, "multiplicity": 1, "smiles": "CCCCCn1c(=S)[nH]c2cc(C(=O)N3CCN(C(=O)OCC)CC3)ccc2c1=O", "e_tot_ha": -1735.2950, "e_above_lowest_kj_mol": 8.1}

{"formula": "C6H10S2", "method": "the ωB97M-V functional and the def2-TZVPD basis", "symbols": ["C", "C", "C", "C", "C", "C", "H", "H", "H", "H", "H", "H", "H", "H", "H", "H", "S", "S"], "coordinates": [[-1.7439, -0.2602, 0.9768], [-0.7721, -1.3881, 0.6818], [0.3103, -0.9072, -0.3725], [1.5587, -1.7924, -0.5180], [2.5023, -0.6630, -0.0136], [1.3338, 0.3118, 0.0231], [-1.5579, 0.8978, -1.1622], [-2.5218, -0.4872, 1.7312], [-1.2757, 0.7096, 1.3658], [-1.2015, -2.3282, 0.3950], [-0.3710, -1.5846, 1.6501], [-0.1276, -0.6375, -1.2815], [1.8232, -2.1014, -1.5314], [1.6689, -2.6735, 0.2701], [2.9070, -0.7189, 1.0988], [3.3426, -0.4297, -0.7705], [-2.6872, 0.3663, -0.5359], [1.3234, 1.9805, 0.1340]], "forces_ev_per_a": [[-1.0, 2.0, -0.4], [0.8, 2.0, -0.6], [1.1, 0.4, 3.0], [1.2, -1.6, 2.4], [1.2, 0.7, 0.5], [-0.5, 0.9, -0.6], [-1.1, -0.3, 0.6], [0.4, -0.2, -0.5], [-0.1, -1.7, -0.5], [-0.6, -0.2, -0.6], [1.1, -0.3, 0.7], [-0.9, 0.2, -1.4], [-0.2, -0.2, 0.2], [-0.7, 1.4, -2.0], [-0.5, -0.3, -2.4], [-1.1, 0.0, 1.6], [1.4, 0.0, 0.2], [-0.4, -2.7, -0.1]], "homo_lumo_gap_ev": 8.3, "multiplicity": 1, "smiles": "S=C1CC[C@H]1CCS", "e_tot_ha": -1030.9065, "e_above_lowest_kj_mol": 187.6}

{"formula": "C4H12NO2", "method": "the ωB97M-V functional and the def2-TZVPD basis", "symbols": ["C", "C", "C", "C", "O", "N", "H", "H", "H", "H", "H", "H", "H", "H", "H", "H", "H", "H", "O"], "coordinates": [[-1.5160, 0.3570, -1.6150], [-1.2005, 0.8012, -0.1831], [0.1596, 0.2977, 0.3048], [0.3561, -1.2353, 0.0880], [-0.5838, -1.9725, 0.6285], [-1.3461, 2.2738, -0.0809], [-2.1996, 1.0556, -2.0880], [-0.6158, 0.2524, -2.2232], [-1.9915, -0.6258, -1.6024], [-1.8900, 0.2821, 0.4682], [0.9852, 0.8456, -0.1880], [0.2229, 0.5691, 1.3693], [0.5228, -1.3057, -1.0266], [1.4253, -1.3777, 0.4678], [-0.6077, 2.6590, -0.6633], [-1.1117, 2.5442, 0.8772], [2.8338, -1.9801, 1.1316], [3.1017, -1.3776, 2.4576], [3.4553, -2.0630, 1.8775]], "forces_ev_per_a": [[0.0, -0.2, 0.2], [0.5, -0.3, -0.4], [0.2, 0.3, -0.1], [0.3, 1.1, 0.1], [-0.2, -0.4, 0.0], [-0.1, -0.3, 0.3], [-0.1, 0.2, -0.1], [0.1, 0.2, -0.1], [0.1, 0.0, 0.1], [-0.5, 0.3, 0.2], [-0.1, 0.0, -0.2], [0.0, -0.3, 0.1], [-0.2, -0.3, 0.0], [-0.1, -0.2, 0.0], [0.0, 0.2, 0.1], [0.0, 0.0, -0.3], [0.1, -0.2, 0.0], [0.1, -0.2, 0.1], [-0.1, 0.3, 0.0]], "homo_lumo_gap_ev": 6.9, "multiplicity": 1, "total_charge": -1, "e_tot_ha": -364.8258, "e_above_lowest_kj_mol": 78.0}